Molecular formula: C6H13NO
Method: DFT, ωB97M-V/def2-TZVPD

The geometry in XYZ format:
```
21
Properties=species:S:1:pos:R:3:forces:R:3:mulliken_spin:R:1
C -1.1619 0.5242 -0.3662 -0.65 -1.33 -0.44 0.034
C 0.0315 -0.3597 -0.3619 0.89 1.55 -0.18 0.267
C 0.5739 -0.8833 0.8058 0.23 0.01 0.86 0.265
N 0.2244 -0.5033 2.0631 0.52 -0.65 0.51 0.258
C 0.8732 -0.4638 -1.6036 -0.62 0.19 0.91 0.023
C 1.1786 0.9776 -1.9832 0.03 -0.40 0.21 0.034
C 2.2643 1.6206 -1.5823 -1.14 0.60 0.07 0.019
H -1.9334 0.2448 0.3547 0.40 0.35 0.40 0.006
H -1.6152 0.3125 -1.3231 -0.35 0.25 -0.59 0.005
H -0.9413 1.5852 -0.3823 0.25 0.18 0.31 0.028
H 1.3494 -1.6496 0.8026 -0.48 -0.42 -0.52 0.029
H 0.4016 -1.2360 2.7461 0.30 0.11 -0.02 -0.013
H 0.5652 0.3721 2.4600 -0.93 0.45 -0.48 0.016
H 1.7743 -0.9874 -1.3078 0.21 -0.30 -0.58 -0.003
H 0.3195 -0.9311 -2.4157 0.15 -0.29 -0.05 0.026
H 0.3963 1.4796 -2.5379 0.24 -0.01 -0.38 0.002
H 2.3293 2.6450 -1.9281 0.53 0.02 0.24 0.002
H 2.9028 1.2491 -0.7986 0.58 -0.19 -0.32 -0.001
H -2.8668 -1.5582 1.5269 -0.48 0.13 0.05 0.000
H -2.3536 -0.7209 2.6491 -0.24 0.26 0.19 -0.002
O -3.0637 -0.7320 1.9957 0.58 -0.50 -0.19 0.003
```
Positions in Å, forces in eV/Å.

Results
net charge	+1
HOMO-LUMO gap (spin up / spin down)	10.005 / 6.475	eV
lowest unoccupied orbital energy (spin up / spin down)	-3.937 / -7.469	eV
total energy	-9960.87990	eV
F_max	1.8	eV Å⁻¹
spin multiplicity	2

=====

Molecular formula: C6H13NO2
Method: DFT, ωB97M-V/def2-TZVPD

The geometry in XYZ format:
```
22
Properties=species:S:1:pos:R:3:forces:R:3:nbo_charge:R:1
C -1.5959 0.6278 0.0993 0.59 0.06 -0.13 -0.225
C -1.6001 -0.1329 1.3759 -0.11 -0.16 -0.03 -0.405
C -0.5570 -0.4754 0.3367 1.34 -0.45 1.70 -0.448
C -2.6826 0.4151 -0.9262 0.13 0.00 -0.02 -0.604
H -1.1996 1.6380 0.1435 -0.08 0.04 0.10 0.212
H -2.4001 -0.8442 1.5406 -0.04 0.02 -0.06 0.210
H -1.2639 0.3720 2.2727 0.12 -0.02 -0.08 0.227
H 0.5629 0.2460 -0.7302 3.31 1.68 -0.31 0.474
H -0.7243 -1.4169 -0.1781 0.08 -0.03 -0.03 0.223
H -2.3183 0.6107 -1.9371 -0.04 0.03 0.00 0.206
H -3.0427 -0.6143 -0.8979 -0.01 -0.01 0.03 0.208
H -3.5307 1.0772 -0.7348 0.03 -0.04 -0.01 0.214
C 2.5720 -0.4231 -1.3564 -0.14 0.06 -0.03 -0.420
N 1.6931 0.4205 -0.5459 -2.25 -1.16 -0.44 -0.730
C 1.1533 -0.3950 0.9465 -2.87 -0.23 -1.04 0.816
O 1.2060 0.6535 1.8331 0.11 0.52 0.41 -0.762
O 1.6911 -1.4638 1.1419 0.33 -0.23 0.14 -0.725
H 1.5904 0.3061 2.6496 0.06 -0.07 -0.14 0.495
H 2.0809 1.3444 -0.3734 -0.60 0.00 -0.11 0.406
H 2.0956 -1.3944 -1.4773 0.06 0.03 -0.01 0.222
H 2.7471 0.0298 -2.3340 0.01 -0.09 0.02 0.195
H 3.5227 -0.5810 -0.8482 -0.05 0.05 0.04 0.214
```
Positions in Å, forces in eV/Å.

Results
HOMO-LUMO gap	9.355	eV
SMILES	C[NH2+][C@@]([O-])(O)[C@H]1C[C@@H]1C
lowest unoccupied orbital energy	0.813	eV
total energy	-12015.07342	eV
F_max	3.7	eV Å⁻¹
spin multiplicity	1

=====

Molecular formula: C6H13NO2
Method: DFT, ωB97M-V/def2-TZVPD

The geometry in XYZ format:
```
22
Properties=species:S:1:pos:R:3:forces:R:3:nbo_charge:R:1
C 0.5727 -1.3391 -0.9670 -1.09 -0.30 -0.06 -0.312
C 2.0991 0.4638 0.6593 -0.01 -0.48 -0.35 -0.720
C 1.1999 0.7943 -0.5088 -0.70 1.60 0.06 0.731
O 0.1569 -1.9842 0.2466 0.19 -0.14 0.05 -0.784
O 1.5688 1.2886 -1.5542 -0.41 -0.55 0.83 -0.597
H 0.6039 -2.8340 0.3474 -0.09 0.12 -0.07 0.466
H 1.6293 -1.5197 -1.1824 0.08 0.31 0.15 0.166
H 0.0186 -1.7272 -1.8309 -0.02 -0.14 0.01 0.145
H 1.6706 -0.2812 1.3246 -0.05 0.05 -0.02 0.243
H 2.3105 1.3861 1.2086 -0.10 -0.05 -0.09 0.234
H 3.0324 0.0833 0.2467 0.01 0.05 0.04 0.240
C -0.6165 1.2590 1.3603 0.33 -0.15 0.06 -0.424
C -2.2922 -0.2524 -0.5127 0.18 -0.22 0.15 -0.705
C -0.9688 0.3262 -0.8696 1.08 -0.75 -0.40 0.261
N -0.2605 1.0956 -0.0406 0.54 0.60 -0.01 -0.510
H -0.7201 0.4779 -1.9120 -0.11 0.01 -0.02 0.216
H -0.4404 0.3589 1.9553 0.03 -0.04 0.01 0.198
H -0.0237 2.0746 1.7697 0.01 -0.02 0.04 0.213
H -1.6647 1.5339 1.4862 0.04 0.01 -0.28 0.209
H -2.7148 -0.8027 -1.3518 0.04 0.05 0.04 0.236
H -2.1678 -0.9331 0.3334 -0.02 0.02 -0.04 0.256
H -2.9931 0.5314 -0.2080 0.10 0.02 -0.10 0.239
```
Positions in Å, forces in eV/Å.

Results
HOMO-LUMO gap (spin up / spin down)	7.860 / 7.859	eV
lowest unoccupied orbital energy (spin up / spin down)	0.677 / 0.676	eV
total energy	-12013.92750	eV
F_max	1.7	eV Å⁻¹
spin multiplicity	1

=====

Molecular formula: C6H13NO3
Method: DFT, ωB97M-V/def2-TZVPD

The geometry in XYZ format:
```
23
Properties=species:S:1:pos:R:3:forces:R:3:nbo_charge:R:1
C 1.7678 1.4469 2.0249 0.14 -0.04 0.13 -0.609
C 0.6440 1.7437 1.0390 -0.08 0.22 -0.11 -0.406
C -0.0502 0.4888 0.5029 0.06 -0.28 -0.07 -0.085
C -1.2563 0.8638 -0.3574 0.12 -0.01 0.20 -0.061
O -2.1237 -0.2189 -0.6230 -0.30 0.14 0.07 -0.512
C -1.6441 -1.1554 -1.5423 0.60 0.46 0.03 -0.161
C -0.6357 -2.1252 -0.9278 -2.54 -2.86 0.27 0.775
O -0.9079 -2.8025 0.0631 1.18 1.65 -0.67 -0.629
N 0.8232 -0.3960 -0.2760 -1.32 0.75 0.88 -0.877
H 2.2949 2.3692 2.3014 -0.12 -0.23 -0.02 0.214
H 1.3717 0.9939 2.9463 0.11 0.10 -0.24 0.205
H 2.5119 0.7574 1.6004 -0.21 0.18 0.06 0.205
H -0.1172 2.3708 1.5295 0.20 -0.10 -0.09 0.202
H 1.0330 2.3288 0.1879 -0.09 -0.17 0.19 0.196
H -0.4207 -0.1092 1.3495 -0.01 0.16 -0.11 0.205
H -1.8539 1.6142 0.1747 0.07 -0.16 -0.22 0.201
H -0.9015 1.2975 -1.3120 -0.07 0.03 0.14 0.153
H -2.4971 -1.7552 -1.8946 0.31 0.13 0.18 0.222
H -1.1755 -0.6571 -2.4072 -0.15 -0.07 0.08 0.169
H 1.3018 -1.0844 0.3000 0.38 0.38 -1.28 0.415
O 0.1424 -2.6420 -1.9179 0.92 0.80 0.02 -0.713
H 0.8863 -0.1168 -1.2514 1.05 -0.77 0.56 0.402
H 0.8069 -3.2123 -1.5100 -0.24 -0.32 0.01 0.489
```
Positions in Å, forces in eV/Å.

Results
HOMO-LUMO gap	9.766	eV
SMILES	CC[C@H](N)COCC(=O)O
lowest unoccupied orbital energy	0.735	eV
total energy	-14064.64195	eV
F_max	3.8	eV Å⁻¹
spin multiplicity	1

=====

Molecular formula: C6H13NO3
Method: DFT, ωB97M-V/def2-TZVPD

The geometry in XYZ format:
```
23
Properties=species:S:1:pos:R:3:forces:R:3:nbo_charge:R:1
C -0.3811 0.4179 -0.0467 -2.68 -1.12 -0.67 -0.151
C 0.4606 -0.8225 -0.2586 3.07 0.91 0.95 0.393
C 2.8173 -1.2537 0.2976 -0.11 -0.62 0.05 -0.247
C -0.2496 0.9548 1.3711 0.17 -0.19 -0.18 -0.627
C -0.0995 1.4849 -1.0993 0.03 -0.16 0.01 -0.612
C -1.8864 -0.1748 -0.3560 1.08 1.52 0.28 0.694
N -2.8526 0.1319 0.5290 -0.28 0.05 0.41 -0.817
O 1.8529 -0.2709 0.0275 -1.84 -0.84 -0.31 -0.578
O 0.4917 -1.3752 -1.5149 -0.10 0.02 -0.34 -0.726
O -2.1496 -0.7660 -1.3858 0.29 -0.17 -0.27 -0.649
H -0.3302 -1.1561 -1.9893 -0.03 -0.12 0.28 0.508
H 0.2202 -1.5994 0.4965 0.28 0.28 -0.09 0.144
H -3.8064 -0.1114 0.3095 0.14 -0.10 -0.03 0.406
H -2.6763 0.6082 1.3938 0.12 0.01 -0.06 0.402
H 2.6581 -1.7080 1.2868 0.01 0.03 -0.05 0.155
H 3.8072 -0.7950 0.2947 -0.13 0.09 -0.08 0.189
H 2.7908 -2.0572 -0.4491 0.10 0.12 0.02 0.179
H 0.7928 1.2111 1.5445 -0.03 0.11 0.02 0.252
H -0.5236 0.2053 2.1123 -0.06 -0.07 0.09 0.209
H -0.8608 1.8456 1.5083 -0.03 0.06 0.02 0.207
H -0.3006 1.0948 -2.0952 0.02 0.10 -0.05 0.224
H 0.9472 1.7736 -1.0447 0.04 0.04 0.00 0.237
H -0.7222 2.3619 -0.9319 -0.07 0.04 0.01 0.209
```
Positions in Å, forces in eV/Å.

Results
HOMO-LUMO gap	10.513	eV
SMILES	CO[C@H](O)C(C)(C)C(N)=O
lowest unoccupied orbital energy	0.695	eV
total energy	-14065.49527	eV
F_max	3.3	eV Å⁻¹
spin multiplicity	1

=====

Molecular formula: C6H13NO3
Method: DFT, ωB97M-V/def2-TZVPD

The geometry in XYZ format:
```
23
Properties=species:S:1:pos:R:3:forces:R:3:nbo_charge:R:1
C 0.4913 -1.8107 1.8049 0.22 -0.24 0.09 -0.609
C -0.3145 -1.0289 0.8159 -0.33 0.76 -0.48 -0.414
C 0.5663 -0.1462 -0.1341 0.21 -0.83 -0.25 0.024
C 1.3582 0.9205 0.6380 -0.05 0.40 0.10 -0.639
C 1.4807 -1.0150 -1.0458 -0.71 0.58 -0.13 -0.624
C -0.5037 0.6535 -1.0398 1.20 -0.61 1.01 -0.105
O -1.0361 1.3289 -0.0008 -1.69 0.48 -0.82 -0.326
O -2.4878 2.6593 -1.5954 -2.39 -0.27 0.88 -0.257
N -3.5602 2.4346 -1.0682 0.08 0.99 -1.60 0.525
O -4.7016 2.7239 -1.3575 2.07 -0.52 0.53 -0.258
H -0.1407 -2.4227 2.4517 0.09 0.00 -0.06 0.215
H 1.1777 -2.4532 1.2571 0.20 -0.22 0.31 0.199
H 1.0554 -1.1160 2.4309 0.09 -0.23 0.06 0.205
H -0.9853 -1.6651 0.2144 0.40 -0.01 0.02 0.199
H -0.9989 -0.3601 1.3481 0.19 -0.10 -0.02 0.224
H 1.7811 1.6670 -0.0504 0.07 -0.34 0.02 0.212
H 0.6471 1.4942 1.2381 0.35 -0.17 0.21 0.236
H 2.1614 0.5578 1.2919 -0.19 -0.22 -0.34 0.212
H 1.9849 -0.3722 -1.7796 0.00 -0.13 0.19 0.212
H 2.2423 -1.5645 -0.4856 -0.17 0.12 0.00 0.219
H 0.8575 -1.7213 -1.6125 0.22 0.01 0.17 0.208
H 0.0187 1.3266 -1.7054 0.38 0.15 -0.44 0.176
H -1.0938 -0.0905 -1.6158 -0.24 0.39 0.55 0.167
```
Positions in Å, forces in eV/Å.

Results
HOMO-LUMO gap (spin up / spin down)	8.341 / 8.915	eV
lowest unoccupied orbital energy (spin up / spin down)	-1.907 / -0.916	eV
total energy	-14059.24044	eV
F_max	2.6	eV Å⁻¹
spin multiplicity	1